Density functional theory data (ωB97M-V/def2-TZVPD) for a gas-phase ion, C10H14N (charge +1) in a non-equilibrium geometry.

## Properties
total energy: -443.714212 a.u.
energy relative to the best compared isomer or geometry (same formula, charge and spin): 5.487 eV
frontier orbital gap: 0.309 Eh
charge: +1

Structure (XYZ):
```
25
Properties=species:S:1:pos:R:3:forces:R:3
C 1.858 0.245 -0.276 -0.560 -0.530 -0.744
C 0.840 1.395 -0.522 0.495 -0.354 -0.310
C -1.703 1.817 -0.405 1.259 0.591 2.501
C -0.918 -0.415 -1.289 -1.909 1.825 1.442
C -2.285 -0.135 0.801 -0.424 -1.609 1.599
C 1.203 -2.053 0.638 -0.723 0.649 -3.078
C 1.660 -0.655 0.959 -2.468 -0.320 -1.803
C -0.585 0.859 -0.572 2.091 0.033 0.662
C -2.730 1.239 0.428 -1.701 -0.142 0.440
C -0.933 -0.403 0.218 2.160 0.519 -1.592
N 0.130 -1.107 0.986 -0.464 0.594 1.886
H 1.706 -0.475 -1.144 0.809 1.056 0.897
H 2.856 0.669 -0.281 0.231 -0.272 -0.071
H 1.011 2.223 0.160 -0.554 -0.199 0.951
H 1.114 1.953 -1.431 -0.069 -0.821 -0.311
H -1.440 2.762 0.242 -0.127 -1.589 -0.225
H -1.846 2.404 -1.250 -1.324 0.758 -1.880
H -1.859 -0.391 -1.805 -0.498 -0.308 0.050
H -0.190 -0.807 -1.860 2.544 -1.668 -1.558
H -2.496 -0.584 1.862 0.370 1.329 -1.666
H -2.833 -0.842 0.175 -1.326 0.372 0.107
H 1.024 -2.471 -0.440 1.010 1.065 2.042
H 1.444 -2.772 1.348 -0.162 -1.328 1.201
H 1.928 -0.461 1.986 0.613 0.216 -0.163
H -0.283 -1.263 1.919 0.726 0.131 -0.377
```
Forces are in eV/Å.

Density functional theory data (ωB97M-V/def2-TZVPD) for C6H12 in the gas phase in a non-equilibrium geometry.

## Properties
total energy: -235.788604 a.u.
structure (SMILES): CCC=C(C)C
energy relative to the best compared isomer or geometry (same formula, charge and spin): 0.806 eV
frontier orbital gap: 0.364 Eh
charge: 0

Structure (XYZ):
```
18
Properties=species:S:1:pos:R:3:forces:R:3
C 2.250 -0.619 0.341 0.028 0.177 -0.118
C 1.528 0.469 -0.455 -0.337 -0.929 -0.918
C 0.248 0.877 0.194 -0.487 0.042 -0.220
C -0.922 0.248 0.046 0.055 0.615 0.131
C -2.166 0.732 0.736 0.124 0.017 0.067
C -1.108 -0.941 -0.831 1.486 -0.419 -0.480
H 2.489 -0.263 1.339 0.041 -0.034 0.181
H 1.620 -1.503 0.429 -0.027 -0.057 0.059
H 3.174 -0.902 -0.156 0.169 -0.095 -0.012
H 2.181 1.338 -0.562 -0.038 -0.083 -0.276
H 1.269 0.018 -1.466 0.676 0.895 0.936
H 0.279 1.782 0.786 -0.059 0.014 0.256
H -1.998 1.698 1.212 -0.055 -0.032 0.041
H -2.476 0.016 1.502 -0.076 0.023 -0.001
H -2.990 0.826 0.025 -0.010 0.023 0.027
H -1.997 -0.843 -1.449 -0.001 -0.042 -0.122
H -1.198 -1.847 -0.229 -0.188 -0.115 0.017
H -0.182 -1.087 -1.463 -1.299 -0.002 0.431
```
Forces are in eV/Å.

Density functional theory data (ωB97M-V/def2-TZVPD) for 12 unconnected molecules or ions with the total composition C19H62N10O19 in a non-equilibrium geometry.

## Properties
total energy: -2737.777177 a.u.
multiplicity: 2
<S²>: 0.76
frontier orbital gap (alpha / beta): 0.307 / 0.089 Eh
charge: +1

Structure (XYZ):
```
110
Properties=species:S:1:pos:R:3:forces:R:3
C 14.716 -23.618 -15.994 -1.308 1.208 -0.101
O 15.381 -22.863 -16.579 2.983 4.950 -2.217
N 13.558 -23.399 -15.382 -3.145 2.390 1.373
N 14.968 -24.846 -15.978 0.973 -8.541 0.507
H 13.269 -22.432 -15.424 -0.050 -0.096 0.177
H 13.378 -23.895 -14.521 -0.028 -0.076 0.081
H 15.805 -25.307 -16.304 -0.130 0.598 -0.107
H 14.175 -25.430 -15.754 0.599 -0.405 0.121
C 17.900 -23.667 -13.608 1.712 -5.139 0.163
O 19.071 -23.979 -13.480 1.323 0.215 0.644
N 17.472 -22.511 -13.830 -0.918 7.779 -0.648
N 16.934 -24.569 -13.603 -1.754 -2.078 0.248
H 18.163 -21.790 -13.682 -0.256 0.188 -0.488
H 16.521 -22.207 -13.985 0.325 -0.359 -0.015
H 17.134 -25.513 -13.304 -0.332 0.217 -0.242
H 16.017 -24.286 -13.919 0.109 -0.681 0.368
C 15.460 -28.227 -12.291 -0.654 0.264 -0.171
O 15.485 -27.026 -12.554 0.348 0.557 -0.225
N 14.491 -28.829 -11.642 -1.644 -0.141 1.091
N 16.355 -29.093 -12.718 1.944 0.325 -1.233
H 14.613 -29.827 -11.551 -1.063 0.327 0.579
H 13.777 -28.228 -11.256 -0.041 -0.785 0.278
H 17.035 -28.563 -13.243 0.775 -1.134 0.003
H 16.449 -30.011 -12.308 0.555 0.350 -0.350
C 9.951 -25.754 -15.653 0.839 0.018 2.029
O 9.247 -26.209 -14.759 -0.757 0.138 -0.460
N 11.233 -25.913 -15.736 4.615 -2.809 1.306
N 9.726 -24.837 -16.537 -5.836 3.630 -3.032
H 11.656 -26.368 -14.939 0.585 -0.049 -0.558
H 11.727 -25.485 -16.506 0.452 -0.427 0.758
H 8.750 -24.577 -16.562 0.030 0.281 -0.535
H 10.306 -24.376 -17.223 0.135 -0.538 0.512
C 18.480 -24.278 -9.671 -3.033 -1.342 2.141
O 18.451 -25.305 -9.008 0.584 -0.380 0.163
N 19.272 -23.906 -10.581 5.869 -0.537 -3.400
N 17.502 -23.374 -9.645 -3.153 1.533 1.144
H 19.214 -23.057 -11.124 0.142 -0.616 0.037
H 20.028 -24.557 -10.740 0.141 0.467 -0.599
H 16.876 -23.439 -8.855 0.092 0.537 -0.138
H 17.723 -22.511 -10.120 -0.777 0.151 0.693
C 8.472 -22.285 -7.553 -2.358 0.313 0.439
C 9.361 -22.299 -8.903 0.925 1.217 -3.070
O 8.787 -22.810 -10.035 -0.701 1.000 1.099
O 7.704 -21.132 -7.612 1.462 0.140 0.429
H 9.064 -22.427 -6.650 0.220 0.515 -0.274
H 7.671 -23.021 -7.622 0.905 -1.256 -0.342
H 10.301 -22.835 -8.768 0.062 -0.298 1.038
H 9.534 -21.300 -9.304 0.242 0.676 1.568
H 9.011 -23.737 -9.924 -0.028 -2.726 -0.637
H 7.119 -21.278 -8.359 -0.722 0.364 -0.180
C 7.366 -25.712 -11.160 0.857 1.842 -0.225
C 8.064 -25.856 -9.768 -1.548 -2.427 0.293
O 9.319 -25.288 -9.610 1.531 1.356 -0.742
O 8.418 -25.985 -12.155 -1.255 -0.430 2.056
H 6.917 -24.744 -11.382 0.720 0.867 0.277
H 6.405 -26.223 -11.220 0.620 -1.498 -0.040
H 8.198 -26.932 -9.655 0.154 -0.264 -0.216
H 7.644 -25.650 -8.783 -1.418 0.580 -0.570
H 9.840 -25.654 -10.328 0.518 -0.059 -0.392
H 8.389 -25.365 -12.887 -0.200 -0.151 -0.360
C 13.143 -24.703 -10.696 0.363 1.078 -0.441
C 12.765 -25.368 -12.022 0.392 0.092 -0.360
O 13.712 -25.196 -13.089 -1.556 1.012 0.660
O 14.248 -25.230 -10.041 0.403 -1.559 0.762
H 12.275 -24.678 -10.037 -0.184 -0.451 0.260
H 13.474 -23.666 -10.750 -1.014 0.493 -1.088
H 11.781 -25.022 -12.338 -0.039 0.399 -0.206
H 12.626 -26.444 -11.912 0.006 -0.199 0.521
H 14.351 -25.899 -12.950 1.021 -0.685 0.062
H 15.030 -24.781 -10.371 0.334 -0.185 -0.051
C 12.417 -28.881 -8.545 -0.665 0.195 -1.508
C 11.229 -28.206 -9.382 1.524 -0.210 1.835
O 9.969 -28.361 -8.829 -1.050 -0.697 0.531
O 12.415 -30.296 -8.760 -0.571 0.492 -0.528
H 12.436 -28.639 -7.482 -0.502 0.144 0.009
H 13.280 -28.380 -8.983 0.447 -0.269 0.028
H 11.176 -28.552 -10.415 0.713 0.125 -0.219
H 11.400 -27.137 -9.255 0.435 0.174 -0.635
H 9.800 -29.304 -8.890 -0.487 -0.235 0.245
H 13.088 -30.787 -8.283 0.138 0.419 0.265
C 15.874 -28.444 -8.396 1.863 1.323 -3.447
C 17.419 -28.557 -8.733 -1.836 -1.027 -1.153
O 17.706 -29.993 -9.069 -0.184 1.729 0.999
O 15.611 -28.764 -7.126 -0.839 -1.103 2.724
H 15.240 -29.005 -9.083 0.423 -0.595 -0.382
H 15.531 -27.431 -8.606 0.362 0.437 0.296
H 17.944 -28.097 -7.896 0.349 -0.623 0.124
H 17.705 -28.031 -9.644 -0.348 0.496 0.144
H 18.597 -29.937 -9.420 0.182 -0.413 0.018
H 15.641 -29.724 -7.111 0.130 -0.156 0.633
C 11.983 -23.053 -6.074 -0.584 0.520 0.572
C 11.522 -24.418 -6.616 2.601 1.617 -0.492
O 10.319 -24.639 -6.020 -2.082 -0.754 0.928
O 12.278 -23.200 -4.697 0.295 -0.020 -0.320
H 11.138 -22.368 -6.142 -0.604 0.146 -0.172
H 12.770 -22.438 -6.511 0.476 -0.922 -0.378
H 12.269 -25.111 -6.229 0.196 -0.346 -0.563
H 11.410 -24.448 -7.700 0.424 -0.088 -0.300
H 10.221 -25.594 -5.985 -0.521 -0.131 0.186
H 11.646 -23.849 -4.379 -0.160 -0.012 0.413
C 15.003 -20.745 -10.684 -0.548 1.151 0.542
C 14.381 -21.287 -11.956 -1.631 -1.309 -0.828
O 13.821 -20.274 -12.768 0.529 1.973 -0.143
O 15.755 -19.581 -10.927 1.115 -0.114 -0.192
H 15.587 -21.420 -10.058 0.413 -0.471 -0.842
H 14.278 -20.425 -9.936 -1.029 -0.208 -0.272
H 13.484 -21.889 -11.808 0.420 -0.746 1.088
H 15.000 -21.894 -12.618 0.714 -0.038 0.526
H 13.047 -20.561 -13.258 0.191 -0.202 0.221
H 15.363 -19.079 -11.645 -0.263 0.002 -0.122
```
Forces are in eV/Å.

Density functional theory data (ωB97M-V/def2-TZVPD) for 3 unconnected molecules or ions with the total composition C4H15NO3 in a non-equilibrium geometry.

## Properties
total energy: -441.522561 a.u.
multiplicity: 2
energy relative to the best compared isomer or geometry (same formula, charge and spin): 1.393 eV
<S²>: 0.75
frontier orbital gap (alpha / beta): 0.354 / 0.162 Eh
charge: +1

Structure (XYZ):
```
23
Properties=species:S:1:pos:R:3:forces:R:3
C -0.401 -0.346 -0.563 0.934 -0.460 0.557
O 0.792 -0.020 0.167 0.324 0.081 -0.155
C -0.030 -0.326 -2.054 -0.292 0.420 -0.600
C 1.470 -0.567 -2.338 -1.582 -0.171 0.038
C 2.271 0.755 -2.455 0.988 1.217 -0.647
N 2.023 1.403 -3.726 -0.650 -2.441 0.185
H -0.672 -1.376 -0.320 -0.011 0.041 0.165
H -1.216 0.284 -0.218 -0.161 0.179 -0.580
H 0.681 0.628 0.868 -0.491 -0.124 0.012
H -0.595 -1.082 -2.603 -0.081 -0.022 0.201
H -0.333 0.618 -2.525 -0.058 0.066 0.141
H 1.891 -1.107 -1.492 0.441 0.085 -0.121
H 1.574 -1.142 -3.257 0.228 -0.063 0.058
H 3.335 0.523 -2.438 0.005 0.228 0.330
H 1.960 1.473 -1.694 0.024 -0.362 0.366
H 1.038 1.506 -3.988 0.131 0.688 0.129
H 2.581 1.052 -4.508 0.222 0.640 -0.016
H -4.950 -1.530 5.023 -0.245 0.243 -0.064
H -4.181 -0.197 4.724 -0.256 -0.190 0.022
O -4.088 -1.114 5.005 0.538 -0.082 0.040
H -0.670 0.456 5.089 -0.385 0.609 0.056
H -0.454 -0.606 4.142 -0.398 0.005 -0.572
O -0.921 0.244 4.181 0.776 -0.588 0.455
```
Forces are in eV/Å.

Density functional theory data (ωB97M-V/def2-TZVPD) for C4H8O in the gas phase.

## Properties
total energy: -232.426342 a.u.
structure (SMILES): C1CCOC1
energy relative to the best compared isomer or geometry (same formula, charge and spin): 0.525 eV
frontier orbital gap: 0.391 Eh
charge: 0

Structure (XYZ):
```
13
Properties=species:S:1:pos:R:3:forces:R:3
C 0.807 0.678 -0.025 0.068 0.039 -0.087
C -0.713 0.837 0.104 0.011 -0.027 0.012
C -1.161 -0.558 -0.364 -0.217 0.144 -0.110
O -0.140 -1.478 0.014 0.053 -0.095 -0.085
C 1.044 -0.771 0.359 0.285 0.105 0.090
H 1.058 0.804 -1.083 0.074 0.008 0.096
H 1.489 1.308 0.550 -0.462 0.321 0.045
H -1.114 1.621 -0.548 0.099 -0.138 0.158
H -1.056 1.044 1.125 0.220 -0.120 -0.116
H -2.114 -0.880 0.075 0.245 0.040 -0.012
H -1.278 -0.578 -1.459 0.045 0.029 0.140
H 1.239 -0.916 1.431 -0.084 0.180 -0.095
H 1.938 -1.112 -0.178 -0.336 -0.486 -0.034
```
Forces are in eV/Å.

Density functional theory data (ωB97M-V/def2-TZVPD) for 10 unconnected molecules or ions with the total composition C3H25NO11 in a non-equilibrium geometry.

## Properties
total energy: -1011.698498 a.u.
structure (SMILES): O=CNCCO.O.O.O.O.O.O.O.O.O
energy relative to the best compared isomer or geometry (same formula, charge and spin): 2.442 eV
frontier orbital gap: 0.344 Eh
charge: 0

Structure (XYZ):
```
40
Properties=species:S:1:pos:R:3:forces:R:3
O -2.139 -3.791 0.976 0.052 0.051 0.719
C -1.582 -2.815 0.525 -0.500 -0.729 0.407
N -1.209 -1.672 1.163 0.353 0.837 -1.963
C -0.869 -0.554 0.237 -0.138 -0.311 1.404
C 0.629 -0.352 0.135 1.061 -0.392 -0.010
O 1.142 0.989 0.156 -1.113 0.041 -0.521
H -1.352 -2.849 -0.555 0.245 0.617 0.046
H -1.310 -1.370 2.121 -0.163 -0.834 0.110
H -1.345 -0.818 -0.698 0.253 0.458 -0.337
H -1.305 0.349 0.662 -0.188 0.051 -0.202
H 1.116 -0.806 1.002 -0.396 -0.327 0.193
H 1.046 -0.891 -0.721 -0.163 0.144 -0.126
H 0.457 1.618 -0.186 0.189 -0.042 -0.056
O -0.664 -0.649 -2.911 -0.081 -0.364 0.316
H -0.555 0.039 -3.569 0.093 -0.019 -0.160
H 0.180 -1.164 -2.901 -0.362 0.601 -0.221
O -0.943 -0.107 3.554 0.035 0.286 0.258
H -0.120 0.113 4.007 0.293 0.068 -0.327
H -1.495 -0.402 4.279 -0.385 -0.179 0.175
O 3.665 -0.259 0.225 0.650 -0.486 -0.386
H 2.809 -0.078 0.615 0.290 0.466 0.311
H 4.347 0.017 0.841 -0.293 0.038 0.319
O 1.886 -1.405 -2.978 -1.504 -0.478 -0.688
H 2.334 -0.554 -3.033 1.129 -0.222 0.616
H 2.349 -2.159 -2.621 0.823 0.468 0.143
O -2.970 1.348 -1.805 0.810 0.729 0.042
H -2.802 0.432 -1.578 -0.457 -0.235 -0.190
H -3.889 1.549 -1.954 -0.377 -0.520 -0.014
O -0.751 2.720 -0.669 0.412 0.081 0.051
H -1.421 2.566 0.018 -0.047 0.018 -0.161
H -1.120 2.389 -1.496 -0.342 -0.019 0.127
O 3.237 0.973 -2.212 -0.451 0.269 -1.340
H 2.482 1.080 -1.631 -0.091 0.104 0.604
H 3.998 0.972 -1.641 0.208 -0.275 0.526
O 2.163 1.216 2.613 -0.170 -0.332 0.604
H 2.152 2.068 3.057 -0.057 0.054 -0.099
H 1.362 1.171 2.064 0.403 0.388 -0.248
O -2.455 2.294 1.569 0.332 0.169 -0.062
H -3.359 2.434 1.287 -0.264 -0.123 0.150
H -2.450 1.721 2.343 -0.089 -0.052 -0.011
```
Forces are in eV/Å.